The following is a DFT calculation (wB97M-V/def2-TZVPD) of one molecule with the formula C14H16ClN3O4S2.

Its charge is 0. The value obtained for the calculated total energy is -2264.87126 a.u. The relative energy (zero: lowest compared OMol25 entry of this formula, charge and spin) is 61.4 kJ/mol. Its frontier orbital gap is 8.8 eV. Its SMILES is O=C(NC1=NCCS1)c1ccc(Cl)c(S(=O)(=O)N2CCOCC2)c1.

Cartesian coordinates (Å):
O  -3.21594  -2.15628  1.10054
C  -2.57599  -1.47609  0.34186
N  -3.08755  -0.39648  -0.34675
C  -4.36982  0.07084  -0.24088
N  -5.25959  -0.33850  0.53551
C  -6.51417  0.32578  0.43828
H  -7.27364  -0.41794  0.18007
H  -6.76392  0.72931  1.42361
C  -6.46569  1.45792  -0.62584
H  -7.18376  1.29983  -1.42845
H  -6.62748  2.44139  -0.18766
S  -4.79691  1.42689  -1.34283
H  -2.50235  0.07455  -1.02197
C  -1.13449  -1.74693  0.04225
C  -0.67931  -3.05602  0.20639
C  0.63910  -3.38932  -0.03310
C  1.53250  -2.39975  -0.43049
C  1.09320  -1.09270  -0.57290
C  -0.22778  -0.76393  -0.34153
H  -0.49409  0.27740  -0.44660
S  2.22912  0.20908  -1.07928
O  1.47752  1.43284  -1.05764
O  2.87040  -0.16974  -2.29933
N  3.34216  0.12923  0.16369
C  2.96991  0.87534  1.35029
H  1.88955  0.79545  1.47226
C  3.38825  2.34405  1.22408
O  4.76268  2.45489  0.92543
C  5.07842  1.79726  -0.28204
H  6.14788  1.94533  -0.43909
C  4.73633  0.30866  -0.19924
H  4.88883  -0.17453  -1.16356
H  5.34620  -0.18197  0.56571
H  4.51505  2.24522  -1.11511
H  3.23830  2.87226  2.16697
H  2.78833  2.81531  0.43306
H  3.47065  0.41098  2.20575
Cl  3.16922  -2.77080  -0.73436
H  0.98592  -4.40308  0.08605
H  -1.38701  -3.80575  0.52684

=====

The following is a DFT calculation (wB97M-V/def2-TZVPD) of a 3-piece molecular cluster, C24H21F33NO5 overall.

Its charge is -1. The value obtained for the calculated total energy is -4653.64536 a.u. Its frontier orbital gap is 4.3 eV.

Cartesian coordinates (Å):
O  6.08350  -2.75676  3.00253
C  5.42024  -1.75473  2.22077
C  4.64011  -0.86765  3.16425
O  3.60728  -0.22603  2.46192
C  3.76945  1.16468  2.20021
O  2.95737  1.95527  2.96324
C  1.59236  2.01522  2.50879
N  0.94853  3.12880  3.04338
C  -0.43936  3.01929  2.75272
C  -1.15855  2.12511  3.80447
C  -2.59428  1.76129  3.51870
F  -3.39909  1.75484  4.62494
F  -3.19270  2.64334  2.64271
C  -2.77109  0.38014  2.83542
F  -3.98044  0.31788  2.22586
F  -1.82390  0.22754  1.89132
C  -2.69505  -0.83717  3.79575
F  -1.88266  -0.51339  4.82860
F  -3.91717  -1.08870  4.29042
C  -2.07564  -2.20799  3.28978
F  -2.35829  -3.06129  4.30059
F  -0.74654  -2.09673  3.22103
C  -2.63153  -2.94577  1.99901
F  -3.89550  -2.52388  1.78399
F  -2.69490  -4.24940  2.31391
C  -1.80889  -2.89713  0.63160
F  -0.71798  -2.13426  0.70814
F  -1.39446  -4.15894  0.38295
C  -2.63297  -2.47741  -0.62094
F  -3.60010  -3.39537  -0.83044
F  -3.19858  -1.27855  -0.45149
C  -1.79081  -2.37689  -1.92662
F  -1.12223  -3.49769  -2.16615
F  -2.64726  -2.16115  -2.92866
F  -0.93586  -1.37347  -1.86012
H  6.36544  -3.46104  2.41833
H  6.16408  -1.17499  1.67733
H  4.72984  -2.21313  1.51641
H  5.30521  -0.15473  3.65198
H  4.21977  -1.50263  3.94447
H  4.79979  1.45682  2.41219
H  3.56800  1.31065  1.13403
H  1.12947  1.03027  2.76984
H  1.62844  2.02611  1.38271
H  -0.91529  4.00046  2.76058
H  -0.63227  2.58272  1.74924
H  -1.10959  2.63115  4.76121
H  -0.58168  1.20694  3.84518
C  -5.09148  0.96303  -1.85485
C  -6.45714  1.27070  -1.21847
C  -7.62698  0.32843  -1.51903
F  -7.93708  0.31284  -2.83131
F  -8.71570  0.76169  -0.84054
F  -6.82087  2.54668  -1.47354
F  -6.27726  1.14556  0.12276
O  -4.70575  1.69411  -3.01005
C  -4.97606  1.31130  -4.28499
C  -5.82502  2.35234  -5.02624
F  -6.99449  2.56578  -4.39755
F  -6.08579  1.88629  -6.27147
F  -5.51272  0.08148  -4.37243
F  -3.79843  1.27859  -4.95765
H  -4.36981  1.28304  -1.10354
H  -4.94579  -0.10863  -1.98745
H  -7.38895  -0.68648  -1.19034
H  -5.27393  3.29141  -5.09699
C  5.32976  1.24250  -2.97537
C  5.38071  0.43101  -4.27980
C  4.64093  -0.90984  -4.34526
F  5.14711  -1.80065  -3.47468
F  4.78887  -1.41321  -5.59429
F  6.65700  0.27341  -4.69001
F  4.73861  1.20389  -5.20737
O  6.43808  1.18813  -2.09632
C  6.54421  0.29008  -1.07205
C  7.80110  -0.58378  -1.19226
F  7.82601  -1.26397  -2.35443
F  7.77307  -1.46712  -0.17055
F  5.43961  -0.45241  -0.91466
F  6.72372  0.99837  0.06517
H  5.33136  2.27653  -3.31592
H  4.38845  1.08682  -2.44773
H  3.57570  -0.76770  -4.14624
H  8.69481  0.03813  -1.12055

=====

The following is a DFT calculation (wB97M-V/def2-TZVPD) of a 4-piece molecular cluster, C22H52B2NO8 overall.

Its charge is -1. The value obtained for the calculated total energy is -1575.83496 a.u. Its frontier orbital gap is 7.2 eV.

Cartesian coordinates (Å):
C  2.34764  -0.27062  2.43269
O  2.01999  -1.36748  1.60900
C  0.71112  -1.88836  1.84210
C  -0.32464  -1.31272  0.86457
C  -1.55086  -0.75949  1.58798
B  -2.63320  0.13678  0.68018
C  -2.18172  0.45908  -0.90645
C  -1.43141  1.71238  -0.96934
O  -1.94911  2.81844  -1.05557
O  -0.02206  1.68109  -0.91767
C  0.50505  2.61842  -0.06824
C  -0.11570  2.76848  1.28256
O  1.50394  3.23956  -0.40802
B  -4.16073  -0.60187  0.74916
O  -4.67955  -1.41032  -0.31186
N  -5.01742  -0.41335  1.96566
C  -5.84626  -1.58898  2.29487
C  -5.85572  0.75999  1.66852
H  3.00952  -0.60265  3.23019
H  1.46732  0.18484  2.86801
H  2.88155  0.46270  1.83936
H  0.80065  -2.96063  1.70752
H  0.39658  -1.72928  2.86867
H  0.17755  -0.59001  0.23738
H  -0.67504  -2.15434  0.28066
H  -2.07343  -1.63023  1.98639
H  -1.25085  -0.19221  2.46779
H  -2.77816  1.22678  1.23844
H  -3.08361  0.67820  -1.45984
H  -1.69262  -0.36547  -1.41765
H  -0.20175  3.82383  1.49318
H  -1.08781  2.30644  1.37738
H  0.55619  2.32440  2.00433
H  -5.29263  -0.86997  -0.80923
H  -6.86919  -1.28872  2.49440
H  -5.83022  -2.34813  1.51985
H  -5.46973  -2.04143  3.20839
H  -5.26044  1.48802  1.12917
H  -6.22767  1.20722  2.58125
H  -6.69712  0.48445  1.02787
C  0.40092  -7.73520  0.95667
C  -0.11021  -6.49967  1.68046
O  -0.75110  -5.56505  0.84080
C  -1.90109  -6.01534  0.15280
C  -3.02410  -6.48116  1.06360
H  1.08118  -7.45080  0.15310
H  0.93441  -8.38352  1.65322
H  -0.41056  -8.31694  0.51687
H  0.73289  -5.96272  2.11555
H  -0.76512  -6.78449  2.51295
H  -1.63480  -6.79868  -0.56756
H  -2.23949  -5.15801  -0.42791
H  -2.73876  -7.35269  1.65589
H  -3.89655  -6.75479  0.46953
H  -3.30797  -5.68515  1.75261
C  1.29881  6.41195  -0.58878
C  1.43952  7.36804  -1.75822
O  2.44120  8.36092  -1.58343
C  3.75413  7.87664  -1.38759
C  4.28226  7.03010  -2.53346
H  1.08973  6.96346  0.33055
H  0.48449  5.71318  -0.77174
H  2.19942  5.82232  -0.42814
H  0.50956  7.92059  -1.89384
H  1.61173  6.81259  -2.68666
H  3.82197  7.32650  -0.44226
H  4.37510  8.76700  -1.27714
H  3.70283  6.11643  -2.66653
H  5.31579  6.74078  -2.33899
H  4.24633  7.59024  -3.46932
C  2.73022  0.83623  -3.15080
C  2.15594  -0.51545  -2.76913
O  2.99936  -1.60422  -3.11847
C  4.29628  -1.57912  -2.56042
C  4.32883  -1.53138  -1.04327
H  2.94489  0.87336  -4.22134
H  2.02512  1.62926  -2.90318
H  3.65966  1.04513  -2.61815
H  1.22310  -0.67826  -3.30825
H  1.90782  -0.54411  -1.70325
H  4.87394  -0.74377  -2.97706
H  4.77511  -2.49469  -2.91202
H  3.87605  -0.62048  -0.65159
H  5.36096  -1.57001  -0.68930
H  3.78174  -2.37388  -0.62043

=====

| no. | maximum force (eV/Å) | molar mass (g/mol) |
| --- | --- | --- |
| 1 | 1.17 | 389.9 |
| 2 | 0.75 | 1030.4 |
| 3 | 2.12 | 480.3 |